{"formula": "C43H100Br12N9O24P3", "method": "wB97M-V/def2-TZVPD", "species": ["C", "Br", "Br", "Br", "H", "C", "Br", "Br", "Br", "H", "C", "Br", "Br", "Br", "H", "C", "Br", "Br", "Br", "H", "O", "P", "N", "C", "C", "N", "C", "C", "N", "C", "C", "H", "H", "H", "H", "H", "H", "H", "H", "H", "H", "H", "H", "H", "H", "H", "H", "H", "H", "O", "P", "N", "C", "C", "N", "C", "C", "N", "C", "C", "H", "H", "H", "H", "H", "H", "H", "H", "H", "H", "H", "H", "H", "H", "H", "H", "H", "H", "O", "P", "N", "C", "C", "N", "C", "C", "N", "C", "C", "H", "H", "H", "H", "H", "H", "H", "H", "H", "H", "H", "H", "H", "H", "H", "H", "H", "H", "C", "O", "C", "O", "O", "C", "H", "H", "H", "H", "H", "H", "C", "O", "C", "O", "O", "C", "H", "H", "H", "H", "H", "H", "C", "O", "C", "O", "O", "C", "H", "H", "H", "H", "H", "H", "C", "O", "C", "O", "O", "C", "H", "H", "H", "H", "H", "H", "C", "O", "C", "O", "O", "C", "H", "H", "H", "H", "H", "H", "C", "O", "C", "O", "O", "C", "H", "H", "H", "H", "H", "H", "C", "O", "C", "O", "O", "C", "H", "H", "H", "H", "H", "H"], "xyz": [[-5.399, -4.246, -1.085], [-4.490, -2.989, 0.075], [-5.183, -3.600, -2.882], [-7.250, -4.423, -0.609], [-4.894, -5.190, -0.945], [-2.971, 2.407, -4.950], [-2.903, 0.464, -4.814], [-3.391, 3.178, -3.211], [-4.406, 2.835, -6.167], [-2.050, 2.839, -5.311], [-3.500, -0.775, 6.023], [-4.323, 0.959, 6.297], [-3.061, -1.529, 7.745], [-1.923, -0.551, 4.931], [-4.202, -1.417, 5.515], [2.007, 5.804, -2.169], [0.582, 4.976, -3.198], [3.674, 5.092, -2.815], [1.803, 5.559, -0.264], [1.973, 6.861, -2.379], [-3.235, 7.613, 1.386], [-2.827, 6.322, 1.963], [-3.882, 5.843, 3.170], [-3.832, 4.528, 3.805], [-4.514, 6.859, 3.962], [-1.304, 6.380, 2.642], [-0.516, 5.161, 2.861], [-0.915, 7.519, 3.461], [-2.765, 5.060, 0.880], [-1.995, 5.338, -0.324], [-3.992, 4.321, 0.600], [-3.348, 3.777, 3.197], [-4.866, 4.228, 4.017], [-3.385, 4.657, 4.802], [-4.418, 7.821, 3.465], [-3.996, 6.969, 4.930], [-5.563, 6.638, 4.171], [0.497, 5.441, 3.147], [-1.019, 4.541, 3.601], [-0.358, 4.647, 1.914], [0.120, 7.802, 3.264], [-1.495, 8.380, 3.112], [-1.148, 7.341, 4.515], [-0.996, 5.674, -0.054], [-1.859, 4.415, -0.895], [-2.501, 6.078, -0.954], [-4.680, 4.890, -0.044], [-4.560, 4.083, 1.491], [-3.740, 3.389, 0.085], [-0.613, -1.466, -0.628], [-0.196, -0.222, 0.044], [-1.388, 0.404, 0.999], [-1.233, 1.684, 1.686], [-2.712, -0.220, 1.051], [0.275, 0.939, -1.057], [-0.624, 1.195, -2.156], [1.016, 2.133, -0.674], [1.111, -0.370, 1.030], [2.385, -0.770, 0.425], [0.923, -0.652, 2.445], [-1.484, 2.500, 1.004], [-0.188, 1.825, 1.967], [-1.867, 1.671, 2.568], [-3.402, 0.414, 1.601], [-2.609, -1.173, 1.593], [-3.104, -0.497, 0.074], [-1.584, 1.589, -1.798], [-0.165, 1.828, -2.913], [-0.865, 0.235, -2.611], [1.851, 1.982, 0.004], [1.429, 2.557, -1.600], [0.359, 2.942, -0.327], [2.229, -1.511, -0.368], [2.863, 0.077, -0.068], [3.036, -1.187, 1.185], [1.317, 0.160, 3.066], [1.478, -1.558, 2.715], [-0.126, -0.837, 2.663], [5.288, -0.559, 0.853], [5.941, -0.434, -0.458], [5.241, -1.402, -1.624], [5.027, -2.768, -1.171], [5.003, -1.124, -3.027], [7.534, -0.879, -0.414], [8.311, -0.911, -1.638], [8.029, -1.719, 0.674], [5.918, 1.076, -1.131], [6.853, 2.078, -0.639], [4.661, 1.635, -1.549], [4.586, -2.792, -0.170], [5.965, -3.336, -1.096], [4.340, -3.303, -1.822], [4.197, -0.437, -3.263], [4.840, -2.069, -3.550], [5.921, -0.777, -3.524], [8.074, -1.786, -2.252], [8.206, 0.018, -2.198], [9.368, -0.949, -1.360], [7.857, -2.779, 0.458], [9.076, -1.498, 0.880], [7.463, -1.495, 1.579], [6.448, 2.677, 0.189], [7.762, 1.607, -0.267], [7.114, 2.760, -1.452], [4.735, 2.473, -2.232], [4.085, 1.986, -0.676], [3.997, 0.894, -1.984], [-8.237, 2.007, 1.220], [-7.966, 1.500, -0.075], [-6.726, 1.071, -0.285], [-5.849, 1.063, 0.544], [-6.629, 0.685, -1.544], [-5.327, 0.230, -1.978], [-7.600, 2.866, 1.460], [-8.030, 1.263, 1.990], [-9.260, 2.362, 1.273], [-5.328, -0.851, -1.854], [-4.588, 0.701, -1.328], [-5.103, 0.601, -2.970], [-1.100, -2.618, -3.530], [-2.151, -3.464, -4.086], [-2.496, -3.296, -5.343], [-2.058, -2.485, -6.120], [-3.463, -4.191, -5.606], [-3.885, -4.305, -6.943], [-0.246, -2.770, -4.183], [-0.978, -2.965, -2.512], [-1.448, -1.593, -3.464], [-3.138, -3.911, -7.632], [-4.809, -3.750, -7.110], [-4.055, -5.341, -7.226], [0.206, 0.272, -6.282], [1.120, 0.518, -7.348], [2.417, 0.450, -7.092], [2.922, 0.295, -6.012], [3.079, 0.589, -8.234], [4.462, 0.331, -8.183], [-0.058, -0.782, -6.217], [-0.653, 0.912, -6.410], [0.703, 0.513, -5.337], [4.646, -0.746, -8.251], [4.984, 0.754, -7.329], [4.953, 0.726, -9.073], [4.882, -1.984, 3.674], [4.456, -2.959, 2.715], [3.585, -3.856, 3.116], [3.363, -4.159, 4.251], [2.961, -4.334, 2.034], [1.903, -5.248, 2.236], [3.999, -1.406, 3.956], [5.591, -1.338, 3.172], [5.308, -2.487, 4.541], [1.978, -5.844, 3.149], [1.895, -5.969, 1.424], [0.941, -4.744, 2.328], [-1.247, -5.054, -0.368], [-0.876, -6.015, 0.615], [-1.307, -7.252, 0.412], [-2.082, -7.615, -0.435], [-0.782, -8.012, 1.367], [-1.132, -9.368, 1.396], [-0.981, -4.056, -0.025], [-2.325, -4.993, -0.534], [-0.768, -5.271, -1.322], [-1.591, -9.676, 0.453], [-1.899, -9.538, 2.154], [-0.257, -9.980, 1.584], [3.077, 5.959, 3.412], [4.093, 4.977, 3.263], [3.751, 3.691, 3.314], [2.630, 3.266, 3.412], [4.882, 2.999, 3.366], [4.823, 1.575, 3.439], [3.571, 6.920, 3.529], [2.594, 5.789, 4.378], [2.373, 5.963, 2.585], [5.697, 1.164, 2.943], [3.982, 1.139, 2.897], [4.755, 1.306, 4.492], [-4.550, -8.142, 2.643], [-3.470, -7.279, 2.988], [-3.646, -5.985, 2.714], [-4.592, -5.504, 2.153], [-2.604, -5.332, 3.219], [-2.501, -3.935, 2.974], [-4.366, -8.612, 1.677], [-5.493, -7.600, 2.621], [-4.608, -8.905, 3.417], [-1.654, -3.588, 3.563], [-3.425, -3.421, 3.221], [-2.198, -3.758, 1.940]], "forces_ev_per_angstrom": [[0.140, 0.683, 0.248], [-0.124, 0.011, 0.065], [-0.146, -0.437, -0.115], [0.055, -0.117, 0.010], [-0.108, -0.153, -0.187], [-1.135, -0.442, 0.482], [0.307, 0.460, -0.129], [0.209, 0.145, -0.325], [0.218, 0.212, -0.158], [0.134, -0.192, -0.012], [0.338, 0.604, 0.394], [-0.138, -0.158, -0.164], [-0.049, -0.158, -0.251], [-0.126, -0.193, -0.021], [-0.014, -0.058, -0.030], [-0.125, -0.461, -0.221], [-0.100, 0.240, 0.305], [0.103, 0.219, 0.155], [0.125, 0.056, -0.267], [0.046, 0.069, 0.031], [0.047, 0.377, 0.211], [-0.070, 0.194, 0.479], [-0.059, -0.802, -0.960], [-0.633, 1.065, 0.700], [0.305, 0.484, 0.511], [0.853, -0.302, -0.763], [-0.243, 0.688, -0.452], [-0.892, 0.337, -0.796], [-0.160, -0.515, 0.589], [0.100, -0.179, 0.005], [-0.288, 0.204, -0.441], [0.249, -0.050, 0.039], [0.064, -0.246, -0.207], [0.376, -0.441, -0.141], [-0.251, -0.033, -0.138], [-0.138, -0.092, 0.026], [-0.039, -0.045, -0.131], [-0.265, -0.046, 0.537], [0.474, -0.438, 0.079], [-0.380, -0.402, 0.032], [0.171, -0.285, 0.371], [-0.074, -0.068, 0.217], [0.392, 0.127, 0.118], [-0.076, 0.273, -0.042], [-0.111, -0.018, 0.052], [0.155, 0.032, -0.060], [0.148, -0.015, -0.072], [0.144, -0.071, 0.115], [0.010, -0.017, 0.078], [-0.583, -0.249, -0.346], [0.250, 0.203, 0.136], [-0.459, -0.038, 0.007], [0.341, -0.314, -0.745], [0.663, -0.836, 0.331], [1.075, 0.180, 0.342], [-0.610, -1.082, 0.158], [-0.197, 0.600, -0.803], [0.009, 0.214, 0.157], [-0.447, 0.100, -0.430], [0.565, -0.220, -0.013], [-0.291, 0.275, 0.300], [-0.047, 0.013, 0.219], [0.021, 0.267, 0.126], [-0.111, 0.083, -0.193], [-0.288, 0.090, 0.076], [-0.042, 0.393, -0.087], [0.136, 0.395, -0.192], [-0.018, 0.176, 0.095], [0.028, 0.051, -0.153], [-0.268, -0.258, 0.257], [0.218, -0.169, 0.093], [0.034, -0.154, 0.389], [-0.032, -0.140, 0.199], [0.169, -0.013, 0.310], [0.126, 0.084, -0.072], [-0.180, 0.022, 0.067], [-0.081, -0.029, -0.022], [-0.031, 0.130, 0.093], [0.283, -0.152, 0.673], [-0.224, -0.236, -0.994], [-0.753, 0.222, 0.190], [-0.063, -0.363, 0.602], [1.250, -0.393, -0.659], [0.365, 0.385, 0.602], [0.315, 0.013, 0.290], [-0.612, 0.217, 0.087], [0.791, 0.142, -0.508], [0.095, 0.108, 0.122], [-1.325, -0.060, 0.899], [0.018, 0.122, -0.052], [-0.023, -0.023, -0.226], [0.047, 0.096, -0.160], [-0.149, -0.084, 0.079], [-0.403, -0.002, 0.193], [-0.170, 0.416, 0.153], [0.028, 0.105, -0.168], [-0.323, -0.134, -0.161], [-0.011, -0.181, -0.056], [0.379, -0.051, 0.025], [0.086, -0.170, -0.155], [-0.010, 0.028, -0.066], [-0.157, -0.077, -0.082], [-0.009, -0.053, -0.114], [0.006, -0.003, 0.027], [0.448, 0.000, -0.205], [0.206, 0.271, -0.035], [0.183, -0.063, -0.178], [0.619, 0.443, 0.848], [-0.573, 0.084, -0.262], [0.273, 0.114, 0.273], [0.048, 0.024, 0.054], [0.027, 0.110, -0.672], [0.051, 0.362, 1.048], [0.068, -0.113, -0.252], [-0.194, -0.109, -0.113], [-0.161, -0.329, -0.328], [0.326, 0.111, -0.363], [0.093, -0.324, 0.079], [-0.597, -0.292, -0.249], [-0.856, -0.644, -0.499], [0.146, 0.045, 0.637], [-0.271, -0.048, -0.067], [0.165, 0.074, 0.038], [0.265, -0.228, 0.369], [-0.139, 0.350, -1.287], [0.358, 0.403, 0.307], [0.303, -0.094, -0.023], [0.145, 0.120, -0.279], [0.042, 0.101, 0.131], [-0.003, 0.029, 0.169], [0.016, -0.136, 0.521], [0.833, 0.000, 1.066], [-0.273, 0.045, -0.697], [-0.055, -0.109, 0.436], [0.107, -0.136, 0.288], [-0.219, 0.313, -0.478], [1.273, -0.515, -0.501], [-0.245, 0.035, -0.381], [-0.109, -0.070, -0.325], [-0.151, 0.125, -0.030], [-0.137, 0.032, 0.409], [-0.374, -0.037, 0.249], [-0.532, 0.310, -0.069], [-0.359, -0.342, 0.178], [0.694, 0.655, -0.885], [-0.571, -0.071, -0.092], [-0.241, -0.217, 0.702], [0.354, 0.044, -0.188], [-0.673, -0.939, 0.669], [0.144, 0.056, 0.218], [0.037, -0.109, -0.144], [0.007, 0.142, 0.055], [0.498, 0.262, 0.089], [-0.042, 0.319, -0.303], [0.067, 0.210, -0.374], [-0.496, 0.600, -0.513], [0.174, 0.362, 0.002], [-0.603, -0.169, 0.238], [0.108, 0.112, -0.153], [0.720, 0.485, 0.202], [-1.015, -0.916, -0.424], [0.477, -0.183, 0.153], [-0.013, -0.475, 0.102], [0.065, -0.020, 0.043], [0.232, 0.087, -0.041], [0.233, 0.077, 0.223], [0.145, 0.159, 0.144], [0.017, -0.147, 0.995], [0.563, 0.345, -0.516], [-0.044, 0.068, 0.885], [-0.199, -0.120, -0.347], [0.289, 0.055, -0.637], [-0.532, -0.391, -0.080], [0.204, -0.034, -0.453], [-0.449, -0.111, -0.293], [0.030, -0.022, 0.011], [0.256, 0.233, 0.240], [-0.183, 0.361, 0.080], [0.136, -0.218, -0.046], [-0.355, -0.202, 0.056], [0.101, -0.036, 0.049], [0.169, 0.099, 0.301], [-0.115, 0.145, -0.223], [0.211, -0.336, 0.155], [0.511, 0.058, -0.353], [0.023, 0.090, -0.052], [0.057, 0.058, -0.103], [0.148, -0.017, -0.009], [-0.257, -0.041, 0.351], [-0.004, 0.089, -0.051], [-0.424, -0.006, -0.100]], "e_lumo_ev": -0.408, "homo_ev": -8.3, "de_lowest_ev": 0.000, "orbital_gap_ev": 7.86}